The following is a quantum chemistry calculation of 12 unconnected molecules or ions with the total composition H24O12 at a distorted geometry, from OMol25.

CARTESIAN COORDINATES (ANGSTROEM)
O (1.31, 0.12, -0.12)
H (1.09, -0.41, 0.65)
H (0.49, 0.16, -0.62)
O (0.40, -3.32, -2.25)
H (0.79, -3.93, -2.90)
H (1.11, -3.17, -1.62)
O (-2.19, -0.37, -0.74)
H (-1.87, -0.66, -1.61)
H (-1.94, -1.09, -0.15)
O (-2.65, -2.47, 1.80)
H (-2.36, -1.67, 2.24)
H (-3.59, -2.53, 2.01)
O (4.13, 2.29, -2.32)
H (4.15, 2.23, -3.28)
H (3.34, 1.80, -2.07)
O (-3.43, 1.46, -2.10)
H (-2.84, 1.86, -2.74)
H (-3.24, 0.52, -2.16)
O (4.09, -1.61, 1.79)
H (3.72, -2.44, 1.46)
H (5.02, -1.81, 1.93)
O (5.07, -0.57, -0.29)
H (4.94, 0.38, -0.20)
H (4.19, -0.92, -0.44)
O (-1.24, 3.64, 0.67)
H (-0.51, 3.54, 0.05)
H (-1.65, 2.77, 0.70)
O (-4.47, -1.03, -0.65)
H (-3.73, -0.82, -1.24)
H (-5.00, -0.23, -0.65)
O (-1.75, 0.71, 1.74)
H (-1.29, 1.12, 1.01)
H (-1.79, 1.40, 2.41)
O (0.61, 1.23, 2.73)
H (0.42, 1.91, 2.07)
H (1.48, 1.48, 3.07)

The LUMO energy comes out at -0.29 eV. The energy is -24958.074 eV. Its SMILES is O.O.O.O.O.O.O.O.O.O.O.O. Its HOMO energy is -10.39 eV. The HOMO-LUMO gap is 10.10 eV. The calculation puts the largest force on an atom at 0.04335 hartree/bohr.